Arrangement P

The following is a DFT calculation (ωB97M-V/def2-TZVPD) of a 3-piece molecular cluster, C5H12S overall.

Geometry (Å):
C: -0.0835 -0.0082 -2.3946
C: 0.7088 0.0434 0.2878
C: 1.5953 -3.2012 1.9553
C: -2.6981 4.1340 -1.5686
C: 2.2123 -3.9093 2.9429
S: -0.1564 0.7912 -0.9137
H: -0.3341 0.5854 -3.2439
H: 0.6397 -0.8073 -2.4499
H: 0.5797 0.4232 1.2809
H: 1.2211 -0.8546 0.0371
H: -2.5960 5.1384 -1.0229
H: 0.5070 -3.1311 1.9280
H: 2.1576 -2.4261 1.4462
H: -3.6452 4.2211 -2.2017
H: -1.8755 4.0180 -2.1982
H: -2.8767 3.2822 -0.8488
H: 1.4695 -4.4184 3.5393
H: 3.1743 -3.8806 3.4248

Output
* orbital gap (spin up / spin down): 7.90 / 7.89 eV
* highest occupied orbital energy (spin up / spin down): -7.8 / -7.8 eV
* net charge: 0



Arrangement Q

The following is a DFT calculation (ωB97M-V/def2-TZVPD) of a 2-piece molecular cluster, C5H12S overall.

Geometry (Å):
C: 2.1764 0.6777 3.0147
C: 0.8740 0.3245 3.1275
C: -0.0037 1.1937 4.0184
H: 2.8252 0.3246 2.2271
H: 2.5365 1.4328 3.6709
H: 0.3747 -0.4777 2.4744
H: -1.0747 1.0064 3.9656
H: 0.3209 1.1609 5.1339
H: 0.3054 2.1960 3.8478
C: -0.5530 -1.0822 -4.4478
C: -1.3935 -0.7284 -3.2648
S: -0.6738 -1.4616 -1.7346
H: -0.9291 -1.8647 -5.0691
H: 0.4833 -1.3661 -4.0851
H: -0.3214 -0.3243 -5.1444
H: -1.4205 0.3909 -3.3634
H: -2.4716 -0.9477 -3.5200
H: -1.0552 -0.4548 -0.8509

Output
* orbital gap: 10.03 eV
* structure (SMILES): C=CC.CCS
* highest occupied orbital energy: -9.2 eV
* net charge: 0



Which one is most stable, and which one is least stable? arrangement Q is the most stable of them, while arrangement P is the least stable.



Arrangement P

The following is a DFT calculation (ωB97M-V/def2-TZVPD) of a 2-piece molecular cluster, C5H12S overall.

Geometry (Å):
C: -2.2466 2.5552 -2.1629
C: -1.9668 1.2559 -1.7636
C: -1.2456 0.2043 -2.5548
H: -3.2072 2.6640 -2.6624
H: -1.5765 3.4043 -2.0965
H: -2.6022 0.8417 -0.9776
H: -1.9112 -0.6565 -2.6093
H: -0.8151 0.5757 -3.4764
H: -0.3415 -0.3047 -2.1479
C: 0.6855 -2.1556 2.1741
S: 1.6034 -0.8971 1.2452
C: 2.8454 -0.1440 2.3633
H: 1.0593 -2.2258 3.1917
H: 0.8720 -3.1473 1.7509
H: -0.3687 -1.9797 2.0194
H: 2.8901 -0.6312 3.3365
H: 3.7974 -0.2435 1.8539
H: 2.5283 0.8842 2.5165

Output
* orbital gap: 7.55 eV
* structure (SMILES): C=CC.CSC
* highest occupied orbital energy: -7.3 eV
* net charge: 0



Arrangement Q

The following is a DFT calculation (ωB97M-V/def2-TZVPD) of C5H12S as an isolated structure.

Geometry (Å):
C: -1.4396 1.8715 0.1221
C: 1.4339 -0.1300 -0.4976
C: 0.5271 -2.3739 -1.0282
C: -1.5630 1.6400 1.6413
C: 1.4981 -1.5856 -0.2142
S: 0.0819 0.6847 -1.1137
H: -2.3863 1.5852 -0.3425
H: -0.9494 2.8462 -0.1409
H: 2.0262 0.5388 0.1531
H: 0.8454 -3.4379 -0.9782
H: -0.5699 -2.4070 -0.6779
H: 0.5079 -2.1395 -2.0101
H: -0.6835 1.8302 2.2888
H: -2.3913 2.2597 1.9806
H: -1.7212 0.5512 1.5581
H: 2.5373 -1.8430 -0.3556
H: 1.4991 -1.7875 0.9362
H: 0.7473 1.8968 -1.3212

Output
* orbital gap (spin up / spin down): 7.30 / 7.29 eV
* highest occupied orbital energy (spin up / spin down): -6.6 / -6.6 eV
* net charge: 0



Which one is most stable, and which one is least stable? arrangement Q is the most stable of them, while arrangement P is the least stable.



Arrangement P

The following is a DFT calculation (ωB97M-V/def2-TZVPD) of one molecule with the formula C2H4N2S3.

Geometry (Å):
S: 1.7882 1.3818 0.8116
C: 0.4982 -0.0097 0.3108
C: 0.6808 -0.8729 -0.6849
N: -0.4711 -1.6059 -0.9663
S: -1.5738 -1.3544 0.2965
N: -0.8102 0.0562 0.7958
S: -1.7075 1.5584 0.8522
H: 1.9519 1.6711 -0.5218
H: 1.6651 -1.0163 -1.0901
H: -0.7228 -1.7458 -1.8962
H: -1.2987 1.9374 2.0925

Output
* orbital gap: 7.90 eV
* structure (SMILES): SC1=CNSN1S
* highest occupied orbital energy: -7.3 eV
* net charge: 0



Arrangement Q

The following is a DFT calculation (ωB97M-V/def2-TZVPD) of a 2-piece molecular cluster, C2H4N2S3 overall.

Geometry (Å):
C: 0.4458 -0.7933 1.0366
C: -0.8112 -0.3636 0.6344
N: 1.2246 -1.3479 0.1644
N: -1.9207 -0.0320 0.5004
S: 0.7630 -1.5107 -1.4324
S: 0.6797 2.0997 -0.6992
S: -3.3085 0.5598 0.0349
H: 0.7460 -0.9769 2.0468
H: 2.0747 -1.6480 0.6006
H: 0.0193 1.0069 -1.3768
H: 0.0872 3.0060 -1.5096

Output
* orbital gap: 6.60 eV
* highest occupied orbital energy: -8.2 eV
* net charge: 0



Arrangement R

The following is a DFT calculation (ωB97M-V/def2-TZVPD) of one molecule with the formula C2H4N2S3.

Geometry (Å):
S: -2.4309 -1.6213 0.0158
C: -1.7562 -0.2029 0.5184
N: -1.3302 0.6853 -0.3787
S: -0.2910 1.9185 0.0810
C: 1.2192 0.9625 -0.0040
N: 1.1397 -0.3077 -0.2183
S: 2.4709 -1.2873 0.1406
H: -1.4908 0.1729 1.5574
H: -1.5197 0.4855 -1.3284
H: 1.9657 1.5923 0.4985
H: 2.0234 -2.3978 -0.8823

Output
* orbital gap: 8.92 eV
* structure (SMILES): S=CNS/C=N/S
* highest occupied orbital energy: -8.6 eV
* net charge: 0



Which one is most stable, and which one is least stable? arrangement R is the most stable of them, while arrangement Q is the least stable.



Arrangement P

The following is a DFT calculation (ωB97M-V/def2-TZVPD) of one molecule with the formula C3H4O2S.

Geometry (Å):
C: -2.2893 0.3348 0.1725
C: -0.9723 -0.3792 0.0263
O: -0.9216 -1.5789 -0.1849
C: 0.3083 0.5255 -0.0414
O: 0.1540 1.7056 -0.1877
S: 1.8922 -0.2419 0.1031
H: -2.0578 1.4335 0.2110
H: -2.8318 -0.0618 1.0421
H: -2.9300 0.0595 -0.6802
H: 1.4056 -1.4608 -0.1859

Output
* orbital gap: 9.42 eV
* structure (SMILES): CC(=O)C(=O)S
* highest occupied orbital energy: -9.9 eV
* net charge: 0



Arrangement Q

The following is a DFT calculation (ωB97M-V/def2-TZVPD) of one molecule with the formula C3H4O2S.

Geometry (Å):
O: 1.0974 2.0844 -0.2631
C: 0.9679 0.9192 -0.0446
S: 2.2580 -0.2732 -0.2222
C: -0.3556 0.3718 0.3940
C: -1.1251 -0.6773 -0.3018
O: -1.4945 0.7123 -0.3868
H: 1.6426 -1.3070 0.4692
H: -0.4886 0.5594 1.4511
H: -1.6787 -1.4244 0.2644
H: -0.8235 -0.9651 -1.3602

Output
* orbital gap: 10.59 eV
* structure (SMILES): O=C(S)[C@@H]1CO1
* highest occupied orbital energy: -10.1 eV
* net charge: 0



Arrangement R

The following is a DFT calculation (ωB97M-V/def2-TZVPD) of C3H4O2S as an isolated structure.

Geometry (Å):
C: -0.2399 -0.4441 -0.3384
C: 0.3833 -0.9696 0.6248
C: 1.1535 -1.4595 1.5306
O: -1.2962 1.3736 -2.3505
O: 0.0288 2.0322 0.4173
S: -1.0550 1.1932 -0.1243
H: -0.4298 -0.6898 -1.3804
H: 2.1908 -1.2975 1.6504
H: 0.9350 -1.9878 2.4187
H: -1.6706 2.2493 -2.4484

Output
* orbital gap (spin up / spin down): 8.79 / 8.79 eV
* highest occupied orbital energy (spin up / spin down): -10.0 / -9.9 eV
* net charge: 0



Which one is most stable, and which one is least stable? arrangement P is the most stable of them, while arrangement R is the least stable.



Arrangement P

The following is a DFT calculation (ωB97M-V/def2-TZVPD) of a 3-piece molecular cluster, C5H9IO overall.

Geometry (Å):
C: 2.0013 0.7906 -0.0071
C: -2.0323 0.7599 0.4563
C: -0.8716 -0.7633 -1.1532
C: -0.0398 -0.5487 1.2712
C: -0.8163 -0.1364 0.2528
O: 1.8651 1.9144 -0.0143
I: 5.3019 -0.0887 -0.5490
H: -2.8103 -0.0959 0.6020
H: -2.2618 1.1467 -0.5480
H: -2.0278 1.3906 1.2986
H: 0.0640 -1.2173 -1.5677
H: -1.1105 0.1267 -1.8039
H: -1.6318 -1.3679 -1.2560
H: 3.7358 -0.4200 -0.5288
H: 0.0878 -0.0733 2.2939
H: 0.5462 -1.4174 1.2532

Output
* orbital gap: 9.86 eV
* highest occupied orbital energy: -9.1 eV
* net charge: 0



Arrangement Q

The following is a DFT calculation (ωB97M-V/def2-TZVPD) of a 2-piece molecular cluster, C5H9IO overall.

Geometry (Å):
C: 0.1129 -1.0428 -1.6754
C: -0.3579 0.3311 -2.1087
C: 0.6354 0.1755 -1.0450
C: 0.4228 -0.3499 2.0783
C: -0.1352 0.6995 1.1707
O: -1.4825 0.7107 0.9983
I: 0.6162 2.6849 1.4854
H: -0.5925 -1.6643 -1.1436
H: 0.7802 -1.6054 -2.3181
H: -0.0388 0.7360 -3.0606
H: -1.3649 0.6124 -1.8361
H: 1.6481 0.5267 -1.0287
H: 1.4596 -0.1434 2.3229
H: 0.3670 -1.3265 1.5962
H: -0.1511 -0.3951 3.0108
H: -1.9193 0.0506 1.5537

Output
* orbital gap (spin up / spin down): 8.10 / 8.10 eV
* highest occupied orbital energy (spin up / spin down): -7.8 / -7.8 eV
* net charge: 0



Which one is most stable, and which one is least stable? arrangement P is the most stable of them, while arrangement Q is the least stable.



Arrangement P

The following is a DFT calculation (ωB97M-V/def2-TZVPD) of one molecule with the formula C13H21N3O2.

Geometry (Å):
C: -4.1958 -2.2569 -0.7720
C: -4.4373 -1.4106 0.4731
C: -4.3766 0.0937 0.1878
N: -3.0689 0.5455 -0.2325
C: -2.1520 0.9392 0.7071
O: -2.4403 1.0923 1.8799
N: -0.8991 1.2127 0.2298
C: -0.4848 1.0361 -1.1452
C: 0.9103 1.6460 -1.3294
N: 1.9182 1.0662 -0.4633
C: 2.6443 -0.0499 -1.0479
C: 3.8381 -0.3948 -0.2206
C: 4.0646 -1.4066 0.6667
C: 5.3766 -1.2134 1.1635
C: 5.8458 -0.0992 0.5420
O: 4.9245 0.3999 -0.2967
C: 1.3976 0.7442 0.8624
C: 0.1466 1.5534 1.1738
H: -4.3149 -3.3127 -0.5406
H: -3.1882 -2.1114 -1.1571
H: -4.9058 -1.9960 -1.5548
H: -3.6937 -1.6496 1.2354
H: -5.4227 -1.6407 0.8815
H: -4.6141 0.6449 1.0996
H: -5.0968 0.3581 -0.5925
H: -2.7401 0.1774 -1.1085
H: -1.1847 1.5423 -1.8201
H: -0.4508 -0.0329 -1.4124
H: 1.2211 1.5310 -2.3692
H: 0.8529 2.7182 -1.1167
H: 2.9847 0.2565 -2.0407
H: 2.0205 -0.9573 -1.1460
H: 3.3879 -2.1932 0.9320
H: 5.8905 -1.8206 1.8799
H: 6.7832 0.4167 0.6061
H: 1.1473 -0.3270 0.9343
H: 2.1741 0.9573 1.6031
H: 0.3685 2.6258 1.1379
H: -0.2310 1.3153 2.1702

Output
* orbital gap: 9.28 eV
* structure (SMILES): CCCNC(=O)N1CCN(Cc2ccco2)CC1
* highest occupied orbital energy: -8.6 eV
* net charge: 0



Arrangement Q

The following is a DFT calculation (ωB97M-V/def2-TZVPD) of one molecule with the formula C13H21N3O2.

Geometry (Å):
C: -2.4766 0.6167 -3.3349
C: -0.9818 0.2101 -3.1905
C: -0.4502 0.6834 -1.8204
C: -1.0837 0.9073 -0.7065
C: -0.2873 1.4865 0.4490
C: 1.0905 1.7568 -0.1485
C: 1.0935 1.0792 -1.6058
C: 1.6310 0.8823 0.9801
C: 0.2235 0.5941 1.4728
C: -0.1592 1.1520 2.9084
N: 0.3885 2.4730 3.0537
C: -0.1857 -0.8887 1.6079
C: 0.1861 -1.8939 0.4040
N: -0.7916 -2.9903 0.1153
O: -0.0672 -4.2349 0.1632
C: 1.1480 -3.9921 0.6897
O: 1.9717 -4.8445 0.7870
N: 1.3153 -2.6879 0.8432
H: -3.0569 0.2837 -2.5548
H: -2.8622 0.1269 -4.3085
H: -2.4719 1.6797 -3.4599
H: -0.9164 -0.9363 -3.3661
H: -0.3550 0.5909 -4.0002
H: -2.1871 0.9294 -0.6094
H: -0.7750 2.3760 0.8383
H: 1.5302 2.8144 -0.1256
H: 1.6240 1.6293 -2.3494
H: 1.6114 0.1497 -1.4884
H: 2.1746 -0.0161 0.7803
H: 2.2447 1.6262 1.6045
H: -1.2869 1.1806 3.0249
H: 0.1492 0.5566 3.7557
H: 1.3880 2.4449 3.2741
H: 0.2956 2.9754 2.1694
H: 0.2224 -1.2486 2.5309
H: -1.2716 -0.9479 1.6636
H: 0.4173 -1.3323 -0.4958
H: -1.3126 -2.8546 -0.6575
H: 2.2732 -2.3370 1.1065

Output
* orbital gap: 9.49 eV
* structure (SMILES): CCC1=C[C@@H]2[C@H](C1)C[C@]2(CN)C[C@@H]1NOC(=O)N1
* highest occupied orbital energy: -8.9 eV
* net charge: 0



Which one is most stable, and which one is least stable? arrangement P is the most stable of them, while arrangement Q is the least stable.